Record 1
ORCA calculation (ωB97M-V with the def2-TZVPD basis set) on a 2-piece molecular cluster, C4H7FN2 overall at a distorted geometry.

**Structure (SMILES)**: N=C=CN.C=CF
**LUMO**: 1.1 eV
**Electronic energy**: -365.86526 hartree
**ΔE to the lowest compared entry with this formula, charge and spin**: 3.081 eV
**E_HOMO**: -7.5 eV
**Charge**: 0

Last column: natural (NBO) charge in e.
Geometry (Å):
C: -1.30255 0.50956 -0.90163  0.345
C: 0.62499 -0.42546 1.62669  -0.491
C: -0.07068 0.28816 -1.30077  -0.252
C: -0.10981 0.53967 2.10427  0.235
N: -2.49615 0.58744 -0.83766  -0.610
N: 0.25974 -0.66536 -2.34608  -0.837
F: -1.45987 0.61751 1.83284  -0.359
H: -2.98481 0.17903 -0.04112  0.374
H: 1.53945 -0.75866 2.11584  0.229
H: 0.10493 -0.97260 0.90888  0.223
H: 0.74832 1.01666 -0.94146  0.227
H: 0.20892 1.25791 2.78468  0.163
H: -0.53685 -1.16535 -2.61537  0.373
H: 0.86346 -0.23508 -3.06649  0.380

Record 2
ORCA calculation (ωB97M-V with the def2-TZVPD basis set) on a 5-piece molecular cluster, C17H49BNO18P4 overall at a distorted geometry.

**LUMO**: -1.8 eV
**Electronic energy**: -3476.04294 hartree
**E_HOMO**: -3.2 eV
**Charge**: -1

Last column: Löwdin charge in e.
Geometry (Å):
C: 2.02803 -5.27681 -4.19406  -0.164
C: 1.31104 -5.28938 -2.68818  -0.227
C: -0.18947 -4.59643 -2.93227  -0.238
N: -1.17929 -5.74452 -2.91396  -0.048
C: -2.26460 -5.60007 -3.95792  -0.296
C: -3.22144 -4.26921 -3.98368  -0.159
O: -4.46621 -4.57294 -3.22811  -0.173
B: -4.66082 -6.02923 -3.37682  -0.719
O: -3.28996 -6.57493 -3.49758  -0.135
H: 2.87558 -4.45402 -4.23787  0.062
H: 1.25830 -5.00066 -5.05663  0.073
H: 2.55316 -6.32725 -4.39035  0.067
H: 1.18889 -6.40793 -2.29004  0.107
H: 1.94911 -4.69890 -1.89922  0.088
H: -0.23471 -3.92238 -3.88772  0.114
H: -0.41415 -3.93044 -1.96771  0.104
H: -1.55317 -5.91027 -1.95402  0.123
H: -2.03863 -5.95613 -5.04944  0.150
H: -3.63439 -4.26798 -5.09865  0.114
H: -2.75399 -3.20356 -3.85915  0.110
H: -5.30259 -6.40790 -2.43983  0.031
H: -5.39653 -6.25582 -4.29530  0.028
C: 2.93688 -1.22820 3.53207  -0.164
O: 2.92691 -0.77083 2.19372  -0.295
P: 1.34346 -0.76571 1.49694  0.769
O: 1.72837 -1.99142 0.65770  -0.255
O: 1.70091 0.60432 0.65728  -0.288
C: 2.93043 0.69090 -0.04097  -0.096
O: -0.23998 -0.76059 0.80016  -0.270
C: -1.00809 -1.92828 1.02570  -0.123
H: 3.96238 -1.19622 3.91006  0.088
H: 2.30578 -0.58297 4.15022  0.077
H: 2.57090 -2.25723 3.57705  0.083
H: 3.30287 -0.28862 -0.35115  0.096
H: 3.67185 1.17910 0.59535  0.061
H: 2.78350 1.30503 -0.93311  0.084
H: -0.86610 -2.28997 2.04755  0.083
H: -0.72779 -2.70488 0.30914  0.078
H: -2.06332 -1.68439 0.87828  0.094
C: -0.93218 2.20876 -0.42650  -0.143
O: -0.21616 2.56573 -1.59284  -0.267
P: -0.87152 3.95746 -2.38431  0.760
O: -1.43015 3.04603 -3.48526  -0.267
O: 0.64222 4.45182 -2.80140  -0.280
C: 1.55136 3.51657 -3.35418  -0.121
O: -1.52688 5.34919 -3.17578  -0.263
C: -2.93446 5.35682 -3.32744  -0.157
H: -0.46001 1.33198 0.02499  0.052
H: -0.91298 3.03581 0.28929  0.081
H: -1.96635 1.96555 -0.68381  0.082
H: 1.04422 2.70530 -3.88243  0.090
H: 2.17071 3.10192 -2.55580  0.070
H: 2.20254 4.03746 -4.06078  0.090
H: -3.41961 4.96438 -2.42977  0.079
H: -3.22017 4.76314 -4.19982  0.085
H: -3.26162 6.38752 -3.48664  0.083
C: 8.33688 2.69350 5.55638  -0.162
O: 8.32691 3.15088 4.21804  -0.282
P: 6.74346 3.15600 3.52126  0.759
O: 7.12837 1.93028 2.68202  -0.263
O: 7.10091 4.52602 2.68159  -0.277
C: 8.33043 4.61261 1.98334  -0.125
O: 5.16002 3.16111 2.82447  -0.245
C: 4.39191 1.99343 3.05001  -0.162
H: 9.36238 2.72548 5.93437  0.088
H: 7.70578 3.33874 6.17453  0.076
H: 7.97090 1.66448 5.60136  0.081
H: 8.70287 3.63308 1.67316  0.087
H: 9.07185 5.10080 2.61967  0.083
H: 8.18350 5.22674 1.09121  0.092
H: 4.53390 1.63174 4.07186  0.081
H: 4.67221 1.21683 2.33345  0.067
H: 3.33668 2.23731 2.90259  0.094
C: -7.92420 -0.64186 3.09706  -0.159
O: -6.83165 0.23026 3.31198  -0.282
P: -6.30168 1.01340 1.86330  0.758
O: -5.06358 0.10691 1.84758  -0.271
O: -5.96346 2.38400 2.70997  -0.281
C: -5.24736 2.28947 3.92860  -0.129
O: -5.77171 1.79654 0.41463  -0.262
C: -5.63672 0.95660 -0.71701  -0.141
H: -8.21112 -1.09253 4.05106  0.087
H: -8.77332 -0.08189 2.69437  0.076
H: -7.63790 -1.43308 2.39930  0.087
H: -4.59016 1.41678 3.95861  0.085
H: -5.95523 2.24266 4.75906  0.082
H: -4.63669 3.18832 4.04605  0.088
H: -6.45642 0.23447 -0.75930  0.086
H: -4.67668 0.43476 -0.68343  0.085
H: -5.66314 1.57748 -1.61620  0.088

Record 3
ORCA calculation (ωB97M-V with the def2-TZVPD basis set) on a 11-piece molecular cluster, C15H6Cl40FN2O4 overall at a distorted geometry.

**LUMO**: 1.3 eV
**Electronic energy**: -19493.11338 hartree
**E_HOMO**: -4.0 eV
**Charge**: -1

Last column: natural (NBO) charge in e.
Geometry (Å):
O: 3.14561 -2.72118 -0.89745  -0.609
C: 2.97803 -2.26683 0.20278  0.799
O: 2.44047 -3.00241 1.21467  -0.693
C: 3.29683 -0.80694 0.53209  -0.547
C: 2.01546 0.04060 0.20774  -0.198
N: 1.35397 0.56104 1.37393  -0.802
C: 0.65900 -0.36358 2.04815  0.784
O: 1.10356 -0.98360 3.01511  -0.690
N: -0.74604 -0.65684 1.73622  -0.744
C: -0.99524 -0.83412 0.36642  0.954
O: -1.22542 0.05643 -0.39551  -0.546
F: -0.93535 -2.09460 -0.16894  -0.355
H: 2.85250 -2.68272 2.02684  0.496
H: 3.60202 -0.73485 1.57900  0.218
H: 4.13910 -0.53069 -0.10691  0.214
H: 1.38692 -0.56485 -0.47206  0.154
H: 2.34146 0.90560 -0.38496  0.187
H: -1.00013 -1.49166 2.24596  0.400
C: 2.71704 4.60598 1.38009  -0.222
Cl: 3.12982 5.35658 2.93795  0.031
Cl: 3.91943 3.37209 0.99360  0.061
Cl: 1.12629 3.86961 1.48092  0.109
Cl: 2.71718 5.84620 0.10576  0.022
C: -4.15268 -3.59036 1.89763  -0.218
Cl: -3.67634 -5.20735 1.36123  0.048
Cl: -5.71648 -3.16931 1.18143  0.040
Cl: -4.28792 -3.56777 3.66262  0.044
Cl: -2.93905 -2.41816 1.38246  0.077
C: -2.96959 2.58375 1.56632  -0.221
Cl: -3.39987 2.66202 -0.14799  0.046
Cl: -3.93499 1.31919 2.35333  0.024
Cl: -1.26288 2.20721 1.73501  0.129
Cl: -3.32591 4.14949 2.32868  0.019
C: -7.64928 -3.01797 -2.41211  -0.223
Cl: -8.20238 -1.63844 -3.37145  0.053
Cl: -5.88704 -3.01419 -2.33845  0.076
Cl: -8.32207 -2.89820 -0.77616  0.051
Cl: -8.20408 -4.52049 -3.16384  0.049
C: -7.85220 -3.62385 -7.23313  -0.224
Cl: -6.48938 -3.25513 -6.17425  0.070
Cl: -7.24473 -4.14518 -8.81101  0.051
Cl: -8.82620 -4.91944 -6.52309  0.051
Cl: -8.85345 -2.17978 -7.43533  0.052
C: 4.86478 9.31806 3.04956  -0.224
Cl: 3.86664 10.77499 2.92221  0.047
Cl: 4.98175 8.83444 4.75204  0.047
Cl: 4.12505 8.00884 2.11709  0.076
Cl: 6.48307 9.66598 2.41954  0.046
C: 8.15879 5.97405 3.98562  -0.223
Cl: 8.64528 4.40957 3.32192  0.057
Cl: 6.56608 6.40988 3.36912  0.070
Cl: 8.10070 5.87192 5.75207  0.046
Cl: 9.33629 7.20819 3.50753  0.041
C: 2.99282 -5.61299 -3.71607  -0.222
Cl: 2.70387 -7.15210 -4.55198  0.028
Cl: 3.08720 -4.30933 -4.90773  0.047
Cl: 1.67516 -5.29231 -2.59522  0.088
Cl: 4.51736 -5.70594 -2.82667  0.055
C: -6.35323 -1.11356 6.70393  -0.225
Cl: -5.58422 -2.64249 7.15363  0.051
Cl: -5.78220 0.17000 7.77734  0.056
Cl: -5.94048 -0.71722 5.03652  0.074
Cl: -8.10991 -1.27170 6.85811  0.045
C: 4.96787 -1.89256 -8.04539  -0.225
Cl: 6.03578 -2.10320 -6.65495  0.066
Cl: 5.16063 -0.25928 -8.69736  0.051
Cl: 5.38241 -3.07716 -9.29351  0.047
Cl: 3.29251 -2.13145 -7.54063  0.065

Record 4
ORCA calculation (ωB97M-V with the def2-TZVPD basis set) on one molecule with the formula C5H7NO.

**Structure (SMILES)**: [H]/N=C\OC=C1CC1
**LUMO**: 1.0 eV
**Electronic energy**: -324.62253 hartree
**ΔE to the lowest compared entry with this formula, charge and spin**: 2.774 eV
**E_HOMO**: -9.2 eV
**Charge**: 0

Last column: natural (NBO) charge in e.
Geometry (Å):
O: 0.81512 -1.80412 0.46401  -0.508
C: 0.40881 -1.33261 1.68344  0.406
N: -0.70094 -0.83975 2.01725  -0.663
C: -0.13258 1.35962 -0.04071  -0.429
C: -0.25403 1.29588 -1.55774  -0.419
C: 0.06740 0.10342 -0.76610  -0.112
C: 0.42542 -1.16273 -0.69585  0.122
H: 1.20605 -1.46885 2.41219  0.163
H: -1.33549 -0.79118 1.21825  0.344
H: 0.73489 1.84310 0.40320  0.225
H: -1.04633 1.48189 0.54014  0.227
H: -1.25010 1.39937 -1.98145  0.222
H: 0.53927 1.74628 -2.15048  0.221
H: 0.52250 -1.83033 -1.54614  0.201